No. 1
{"formula": "C5H7AlO5", "method": "ωB97M-V/def2-TZVPD", "symbols": ["O", "C", "O", "O", "C", "O", "C", "C", "O", "C", "Al", "H", "H", "H", "H", "H", "H", "H"], "coordinates": [[3.10004, 0.35338, 2.99443], [2.38801, -0.45590, 3.43262], [1.85807, -1.37816, 3.90500], [0.14831, 2.01813, 2.48662], [0.01413, 0.78997, 2.32668], [-0.03378, 0.58082, 0.92097], [-0.18637, -0.72947, 0.39047], [-0.87313, -0.69215, -0.95225], [-0.35785, 0.36730, -1.71562], [-0.82070, 0.37478, -3.04364], [0.22007, 2.33338, 0.33081], [-0.78942, -1.31413, 1.09720], [0.81325, -1.17404, 0.30034], [-1.96402, -0.57225, -0.81481], [-0.70131, -1.65979, -1.45881], [-0.37291, 1.23963, -3.54706], [-0.52250, -0.54688, -3.57236], [-1.91989, 0.46537, -3.08059]], "atomic_forces_ev_per_a": [[-0.866, 0.366, -0.238], [1.319, -1.334, 0.740], [-0.400, 0.866, -0.443], [-0.175, -1.745, -0.846], [0.189, 2.492, 0.414], [-0.218, 0.154, 0.130], [0.256, -1.992, -0.446], [-0.734, -0.198, -0.062], [0.610, 0.444, 0.960], [-0.401, 0.077, -1.055], [-0.008, 0.239, 0.355], [0.286, 0.173, -0.167], [-0.227, 0.196, 0.115], [0.266, 0.002, -0.124], [-0.045, 0.266, 0.258], [-0.122, -0.282, 0.154], [-0.053, 0.301, 0.218], [0.323, -0.026, 0.037]], "orbital_gap_ev": [8.98, 6.70], "spin_multiplicity": 2, "s_squared": 0.760, "charge": 1, "homo_energy_ha": [-0.5108, -0.5258], "e_lumo_ev": [-4.91, -7.61]}

---

No. 2
{"formula": "C22H36O2P2Zr", "method": "ωB97M-V/def2-TZVPD", "symbols": ["P", "P", "C", "C", "H", "H", "H", "H", "C", "H", "H", "H", "C", "H", "H", "H", "C", "H", "H", "H", "C", "H", "H", "H", "Zr", "C", "C", "C", "C", "C", "C", "C", "C", "C", "H", "H", "H", "H", "H", "H", "H", "H", "H", "H", "H", "H", "H", "H", "H", "O", "C", "O", "C", "C", "C", "C", "C", "C", "H", "H", "H", "H", "H"], "coordinates": [[0.04306, -1.41945, -1.77949], [-0.09013, 1.73791, -1.76539], [-0.14102, -0.58088, -3.41010], [0.29597, 0.88565, -3.36632], [-1.19817, -0.66856, -3.71205], [0.45763, -1.11658, -4.15791], [1.38119, 0.99176, -3.52044], [-0.21417, 1.45106, -4.15991], [-1.67081, 2.53024, -2.23387], [-1.99094, 3.21142, -1.43700], [-2.44766, 1.77555, -2.39630], [-1.50497, 3.09549, -3.16031], [1.01883, 3.17567, -1.71672], [0.91406, 3.74418, -2.65082], [2.05688, 2.84558, -1.59172], [0.73804, 3.80944, -0.86591], [-0.95920, -2.93425, -1.88751], [-0.70295, -3.58994, -1.04464], [-0.77065, -3.45120, -2.83690], [-2.02560, -2.67554, -1.80864], [1.76247, -2.03444, -1.87714], [2.46404, -1.19130, -1.79859], [1.91466, -2.55224, -2.83296], [1.94774, -2.72614, -1.04276], [-0.49034, 0.06118, 0.33655], [0.53891, 1.72376, -6.92131], [-0.78007, 1.76541, -6.69772], [-1.82610, 1.01787, -7.47461], [-1.41786, -0.36934, -8.03561], [-0.74073, -1.28075, -7.05296], [0.57061, -1.34147, -6.79310], [1.64225, -0.53699, -7.47236], [1.24884, 0.88701, -7.94555], [0.02008, -1.83600, 1.35764], [1.20347, 2.39486, -6.36191], [-1.18292, 2.47940, -5.96752], [-2.18294, 1.62634, -8.32524], [-2.69994, 0.87908, -6.81852], [-2.35528, -0.86619, -8.33218], [-0.83654, -0.24031, -8.95695], [-1.42125, -1.98992, -6.56558], [0.94802, -2.11017, -6.10675], [2.03488, -1.08154, -8.35026], [2.48985, -0.44530, -6.77428], [2.19436, 1.40399, -8.17462], [0.69891, 0.82442, -8.89252], [0.75664, -1.57818, 2.13685], [0.37193, -2.74849, 0.87851], [-0.90021, -2.10557, 1.90711], [-1.17542, 1.08729, 2.11565], [0.04958, 1.43239, 2.42042], [0.96847, 1.08623, 1.55329], [0.32809, 2.05664, 3.68794], [-0.74107, 2.63044, 4.38072], [-0.57368, 2.94942, 5.72374], [0.64305, 2.70201, 6.37912], [1.72639, 2.20239, 5.63755], [1.58861, 1.91058, 4.27890], [-1.68545, 2.80179, 3.86678], [-1.39707, 3.38981, 6.28072], [0.74666, 2.93520, 7.44276], [2.68006, 2.04042, 6.13708], [2.42203, 1.55555, 3.67606]], "atomic_forces_ev_per_a": [[0.266, -1.084, -1.456], [-0.045, 0.488, -1.611], [-0.357, 0.057, 0.122], [0.348, 0.119, 0.312], [0.327, 0.051, 0.024], [-0.311, 0.029, 0.137], [-0.289, -0.118, -0.048], [0.347, -0.156, 0.139], [-0.254, -0.058, 0.543], [-0.075, -0.073, -0.218], [0.020, 0.183, -0.066], [-0.062, -0.146, 0.242], [0.228, -0.088, 0.372], [0.015, -0.186, 0.226], [-0.195, 0.164, -0.019], [0.143, -0.071, -0.219], [-0.219, 0.025, 0.152], [-0.075, 0.103, -0.288], [-0.066, 0.099, 0.233], [0.259, -0.183, -0.135], [0.173, 0.196, 0.604], [-0.084, -0.299, -0.072], [-0.124, 0.139, 0.229], [0.046, 0.206, -0.284], [1.137, 1.206, 3.578], [-0.277, 0.268, 0.289], [0.417, 0.297, -0.339], [-0.296, -0.359, 0.038], [-0.515, 0.067, -0.341], [0.271, -0.268, 0.269], [-0.407, -0.281, -0.349], [0.272, 0.342, 0.065], [0.551, -0.052, -0.333], [0.100, -0.134, -0.317], [-0.349, -0.220, 0.044], [0.246, -0.146, -0.171], [0.116, -0.090, 0.359], [0.146, 0.047, -0.181], [0.306, 0.191, -0.071], [-0.196, -0.201, 0.357], [0.349, 0.207, 0.070], [-0.241, 0.157, -0.183], [-0.129, 0.076, 0.359], [-0.139, -0.030, -0.191], [-0.304, -0.182, -0.094], [0.174, 0.176, 0.378], [-0.120, 0.086, -0.233], [0.015, 0.049, -0.013], [-0.067, 0.155, -0.161], [0.470, 0.008, -0.884], [-0.254, -0.163, -0.143], [-1.228, -0.369, -0.705], [0.012, -0.099, -0.261], [-0.131, -0.053, 0.695], [-0.036, 0.157, 0.050], [-0.039, -0.030, -0.777], [0.056, 0.082, -0.013], [0.082, 0.082, 0.520], [0.174, -0.117, 0.257], [0.136, -0.081, -0.136], [0.008, -0.155, -0.432], [-0.183, 0.059, -0.197], [-0.140, -0.082, 0.278]], "orbital_gap_ev": 5.42, "charge": 2, "homo_energy_ha": -0.4931, "e_lumo_ev": -8.00}